# 1
101
Properties=species:S:1:pos:R:3:forces:R:3:mulliken_charge:R:1 method="wB97M-V/def2-TZVPD" homo_lumo_gap_ev=5.4799 total_charge=0 e_above_lowest_kcal_mol=27.4 e_homo_ev=-6.88 total_energy_ha=-3264.974440
Ti -0.3077 -1.4203 0.0089 3.28 2.70 1.31 -0.743
N 1.0409 -5.2094 1.4036 -0.12 -0.01 0.10 -0.308
C 0.3533 -4.2282 0.7698 -0.15 0.16 -0.43 0.450
S 1.1344 -3.4751 -0.6288 -0.29 -0.40 0.05 -0.516
N -0.8586 -3.9504 1.1826 -0.18 -0.15 0.31 -1.100
N -1.4198 -2.9919 0.3059 -0.41 -1.92 0.15 1.071
C -2.0938 -3.4129 -0.6959 -0.53 -0.26 -0.47 0.012
C -2.7699 -4.7224 -0.6663 0.08 -0.14 -0.35 -0.183
C -2.6644 -5.6241 -1.7242 0.01 -0.04 0.05 -0.224
C -3.2940 -6.8593 -1.6510 0.00 0.05 0.05 -0.928
C -4.0382 -7.1897 -0.5272 0.01 0.04 0.00 -0.376
C -4.1434 -6.2920 0.5308 -0.01 -0.05 -0.03 -0.752
C -3.5032 -5.0687 0.4685 -0.08 0.09 0.00 -0.192
C -1.9711 -2.5992 -1.9467 -0.19 -0.17 0.28 0.382
C -2.7413 -2.7934 -3.0652 -0.45 -0.15 -0.29 -0.086
C -2.4276 -2.1113 -4.2380 -0.26 -0.21 0.05 -0.817
C -1.3569 -1.2522 -4.2455 0.23 0.20 -0.07 -0.899
C -0.6393 -1.0744 -3.0694 -0.10 0.01 0.12 -0.309
N -0.9366 -1.7391 -1.9607 -0.23 0.05 -0.83 0.955
H 2.0351 -5.2201 1.2690 0.05 0.01 0.05 0.284
H 0.6861 -5.5258 2.2919 -0.01 0.02 -0.01 0.261
H -2.0550 -5.3792 -2.5853 -0.01 0.00 0.01 0.569
H -3.1956 -7.5633 -2.4673 0.00 0.02 0.02 0.411
H -4.5327 -8.1514 -0.4717 0.01 0.02 0.00 0.403
H -4.7197 -6.5509 1.4103 0.02 0.00 -0.04 0.397
H -3.5682 -4.3686 1.2921 0.02 -0.05 -0.03 0.421
H -3.5901 -3.4616 -3.0116 0.04 0.00 -0.07 0.688
H -3.0233 -2.2543 -5.1301 -0.02 -0.02 0.04 0.445
H -1.0757 -0.7055 -5.1362 0.00 -0.01 0.06 0.464
H 0.1861 -0.3813 -3.0028 0.08 0.07 0.01 0.488
C 3.5869 4.1742 1.9429 -0.01 0.04 -0.02 -2.147
C 4.1053 2.9192 2.6489 -0.02 -0.04 -0.05 1.947
C 5.5763 2.7185 2.2537 0.02 -0.04 -0.02 -1.662
C 4.0193 3.1534 4.1634 -0.05 0.03 0.04 -1.721
C 3.2944 1.6752 2.2672 0.00 0.05 -0.06 -1.169
C 2.3149 1.6995 1.2821 0.08 0.13 -0.14 -0.210
C 1.6139 0.5396 0.9760 -0.47 0.27 -0.55 -0.069
N 0.6263 0.3430 -0.0110 -0.11 -0.17 -0.17 0.365
C -0.1498 1.3388 -0.6301 0.37 -0.10 0.58 -1.042
C 0.2897 2.5572 -1.1216 -0.04 0.02 -0.27 -0.229
C -0.6220 3.4283 -1.7198 0.10 -0.06 0.01 -0.459
C -1.9410 3.0085 -1.8237 -0.08 0.02 -0.05 -0.440
C -2.4229 1.7882 -1.3385 -0.40 -0.11 -0.02 -0.090
C -1.5090 0.9605 -0.6886 0.12 -0.11 0.21 1.493
O -1.7728 -0.2264 -0.0748 -0.37 0.31 -0.36 -0.889
C -3.9123 1.4641 -1.5649 0.05 -0.01 0.11 2.297
C -4.3430 0.1106 -0.9883 -0.04 -0.06 -0.07 -2.033
C -4.7872 2.5415 -0.9022 0.02 0.00 0.00 -1.803
C -4.1924 1.4370 -3.0772 -0.03 0.02 0.01 -1.618
C -0.2089 4.7908 -2.2842 -0.02 -0.04 0.00 2.173
C -0.3350 4.7723 -3.8151 -0.02 -0.02 -0.04 -1.653
C -1.1236 5.8879 -1.7167 0.00 0.01 0.03 -1.715
C 1.2348 5.1403 -1.9195 0.05 0.04 0.01 -2.059
C 1.7852 -0.6165 1.7366 -0.24 -0.23 -0.15 0.268
O 0.8553 -1.5755 1.4825 0.30 0.47 0.31 -0.089
C 2.8425 -0.7103 2.6430 0.05 -0.20 0.38 -0.699
C 3.5659 0.4577 2.8877 0.02 -0.14 0.01 0.053
C 3.1924 -2.0458 3.3153 -0.15 0.07 0.03 2.687
C 4.3240 -1.9223 4.3399 -0.02 0.05 -0.03 -2.349
C 3.6515 -3.0201 2.2230 0.02 -0.04 -0.09 -1.076
C 1.9651 -2.6155 4.0434 -0.09 -0.02 0.04 -1.556
H 4.1552 5.0442 2.2828 -0.03 -0.04 -0.02 0.487
H 2.5308 4.3520 2.1666 0.07 0.00 -0.01 0.423
H 3.7041 4.1061 0.8567 -0.01 0.00 0.08 0.400
H 6.1677 3.6048 2.5082 -0.05 -0.07 -0.01 0.464
H 5.6619 2.5435 1.1777 0.01 0.01 0.06 0.343
H 6.0126 1.8594 2.7698 -0.03 0.05 -0.04 0.313
H 4.5846 4.0492 4.4402 -0.03 -0.06 -0.02 0.454
H 4.4262 2.3113 4.7279 -0.03 0.05 -0.04 0.324
H 2.9793 3.2938 4.4713 0.06 -0.01 -0.01 0.381
H 2.0903 2.6108 0.7494 0.05 -0.04 0.03 0.690
H 1.3463 2.7816 -1.0938 -0.08 0.04 0.03 0.671
H -2.6479 3.6667 -2.3171 0.02 -0.04 0.02 0.456
H -4.1113 0.0228 0.0719 -0.05 0.02 -0.06 0.341
H -3.8515 -0.7172 -1.5077 -0.06 0.10 0.08 0.249
H -5.4239 0.0016 -1.1218 0.04 0.00 -0.03 0.536
H -4.6388 2.5418 0.1810 0.00 0.00 -0.06 0.405
H -5.8448 2.3405 -1.1033 0.08 0.01 0.02 0.468
H -4.5591 3.5424 -1.2726 0.00 -0.03 0.00 0.273
H -3.5500 0.7012 -3.5702 -0.04 0.03 0.02 0.187
H -4.0128 2.4076 -3.5456 0.00 -0.05 0.03 0.302
H -5.2367 1.1600 -3.2612 0.09 0.03 0.02 0.473
H -1.3604 4.5474 -4.1231 0.08 0.02 0.02 0.316
H 0.3222 4.0106 -4.2457 -0.05 0.05 0.02 0.347
H -0.0575 5.7445 -4.2370 -0.02 -0.08 0.04 0.435
H -2.1618 5.7570 -2.0321 0.08 0.00 0.03 0.330
H -0.7915 6.8713 -2.0638 -0.03 -0.06 0.01 0.469
H -1.0995 5.8822 -0.6236 0.00 0.01 -0.06 0.362
H 1.9502 4.4483 -2.3732 -0.05 0.04 0.04 0.341
H 1.3860 5.1328 -0.8359 0.00 0.01 -0.07 0.415
H 1.4694 6.1435 -2.2857 0.00 -0.06 0.02 0.483
H 4.3767 0.4234 3.6019 0.00 -0.06 0.03 0.426
H 5.2570 -1.5876 3.8796 -0.03 0.01 0.02 0.405
H 4.5082 -2.9049 4.7831 -0.01 0.05 -0.02 0.451
H 4.0669 -1.2339 5.1492 0.01 -0.02 -0.04 0.414
H 4.5591 -2.6455 1.7417 -0.02 -0.03 0.02 0.308
H 2.8909 -3.1337 1.4484 0.07 0.03 0.08 -0.259
H 3.8772 -4.0016 2.6598 -0.02 0.08 -0.03 0.447
H 1.6791 -1.9597 4.8713 0.01 -0.04 -0.04 0.325
H 2.2051 -3.6010 4.4593 0.00 0.07 -0.01 0.444
H 1.1071 -2.7152 3.3769 0.11 -0.02 0.08 0.126

# 2
110
Properties=species:S:1:pos:R:3:forces:R:3:mulliken_charge:R:1 method="wB97M-V/def2-TZVPD" homo_lumo_gap_ev=6.2996 total_charge=+1 e_above_lowest_kcal_mol=10.5 e_homo_ev=-9.53 total_energy_ha=-11661.144659
Ti 0.2029 1.0852 0.0110 -0.28 -0.73 -0.27 -1.703
O -0.1362 2.2634 -1.3427 -0.11 0.47 -0.63 0.860
C -1.0183 3.2224 -1.6077 0.10 0.03 0.25 -0.095
C -1.4719 3.4195 -2.9090 -0.07 0.15 0.08 -0.449
C -2.3596 4.4459 -3.1572 0.05 -0.04 0.07 -0.834
C -2.7774 5.3111 -2.1424 0.07 -0.10 0.13 -0.879
C -2.3031 5.1381 -0.8622 0.00 -0.09 -0.21 -0.838
C -1.4368 4.0748 -0.5759 -0.07 0.05 -0.12 0.902
C -0.9060 3.8992 0.7380 0.02 0.12 -0.01 -1.105
N -0.2623 2.8438 1.1056 -0.08 0.04 0.18 1.306
N 0.4316 3.0104 2.2991 0.23 -0.17 0.07 -0.936
C 1.4741 2.2564 2.2342 0.07 0.04 0.10 0.027
O 1.6613 1.4596 1.1940 0.15 0.01 -0.09 0.234
C 2.4922 2.2358 3.2985 -0.08 0.15 0.02 0.011
C 2.2623 2.9044 4.4996 0.08 -0.08 -0.07 -0.478
C 3.2175 2.8673 5.4971 -0.02 0.02 0.01 -0.823
C 4.4042 2.1744 5.3021 -0.02 -0.02 -0.03 -0.418
C 4.6393 1.5198 4.1036 -0.02 0.03 0.04 -0.991
C 3.6839 1.5487 3.1018 -0.04 0.04 0.06 0.033
H -1.1251 2.7694 -3.6971 0.02 -0.11 -0.06 0.501
H -2.7303 4.5875 -4.1587 -0.07 0.04 -0.18 0.485
H -3.4686 6.1054 -2.3619 -0.11 0.15 -0.04 0.464
H -2.6095 5.7994 -0.0661 -0.06 0.10 0.13 0.516
H -0.9575 4.7204 1.4536 -0.01 -0.09 -0.08 0.346
H 1.3391 3.4417 4.6400 -0.14 0.07 0.01 0.491
H 3.0387 3.3829 6.4287 -0.01 0.03 0.07 0.428
H 5.1445 2.1485 6.0849 0.11 0.00 0.10 0.421
H 5.5672 0.9925 3.9478 0.11 -0.07 -0.01 0.451
H 3.8586 1.0499 2.1641 0.01 -0.05 -0.13 0.564
O 5.2250 1.4420 -5.0947 0.17 0.03 0.05 -0.520
C 3.8743 1.1482 -5.3442 -0.24 -0.04 -0.07 -0.627
C 3.1370 1.0235 -4.0315 0.20 0.10 0.02 0.021
C 3.6821 1.4906 -2.8389 -0.31 -0.18 0.00 -1.345
C 2.9455 1.3567 -1.6680 0.32 0.06 -0.14 -0.748
N 1.7448 0.7981 -1.6472 -0.28 0.02 0.26 1.649
C 1.2006 0.3552 -2.7888 0.06 0.00 -0.14 -0.144
C 1.8754 0.4385 -3.9934 -0.02 0.07 0.15 -0.470
C -0.1227 -0.2949 -2.6451 0.06 -0.04 -0.27 0.370
C -1.0117 -0.4644 -3.6889 0.00 -0.09 0.17 -0.490
C -2.1856 -1.1876 -3.4688 0.10 -0.10 0.16 -0.138
C -3.2562 -1.2306 -4.5314 -0.01 -0.20 0.07 -0.841
O -3.3232 -0.0169 -5.2337 -0.03 0.19 -0.12 -0.554
C -2.3445 -1.8130 -2.2402 0.26 0.18 -0.07 -1.079
C -1.4438 -1.5203 -1.2289 -0.19 -0.39 0.05 -1.085
N -0.3905 -0.7309 -1.3999 0.03 0.40 0.08 1.191
H 5.6897 1.5454 -5.9319 -0.04 0.01 0.08 0.324
H 3.7639 0.2102 -5.9091 -0.03 0.12 0.11 0.359
H 3.3997 1.9495 -5.9329 0.00 -0.14 0.09 0.304
H 4.6570 1.9420 -2.8214 0.18 0.07 -0.01 0.530
H 3.3228 1.7053 -0.7114 -0.02 0.00 -0.09 0.594
H 1.4354 0.0317 -4.8917 -0.06 -0.04 -0.07 0.640
H -0.8387 -0.0028 -4.6507 0.01 0.00 -0.02 0.565
H -4.2169 -1.4811 -4.0668 0.06 -0.04 -0.01 0.326
H -3.0318 -2.0111 -5.2653 0.00 0.07 0.07 0.360
H -3.6252 0.6652 -4.6190 -0.01 0.06 0.00 0.295
H -3.2092 -2.4178 -2.0214 -0.12 -0.10 0.01 0.566
H -1.6046 -1.8933 -0.2209 -0.03 0.04 -0.13 0.387
C -0.2013 0.2241 3.9466 -0.11 -0.05 0.14 -1.585
As -0.7430 -0.4462 2.1956 0.02 -0.03 0.22 1.925
C -2.6522 -0.5122 2.5766 -0.12 0.03 0.04 -1.446
C -0.5164 -2.3966 2.4613 -0.21 0.00 0.14 -1.955
C 0.8216 -3.1354 2.3892 -0.08 -0.02 0.00 2.423
C 1.7936 -2.4979 3.3797 0.09 0.16 -0.02 -1.596
C 1.4114 -3.1570 0.9807 0.18 -0.10 0.01 -1.372
As 2.0959 -1.4729 0.2386 -0.13 -0.10 0.14 1.905
C 3.9088 -1.4395 0.9791 0.04 -0.13 -0.11 -1.616
C 2.5874 -2.2546 -1.4880 0.05 0.00 0.03 -1.581
C 0.5877 -4.5865 2.8730 -0.06 0.00 0.02 -2.205
As -0.3869 -6.0539 1.9364 0.01 0.04 0.02 0.296
C -1.7527 -5.1931 0.8074 0.05 -0.06 0.03 -0.830
C 0.8676 -6.4855 0.4879 -0.05 0.02 0.03 -1.011
H -0.6096 -0.4640 4.6960 0.09 0.16 -0.10 0.546
H -0.6317 1.2198 4.0844 0.06 -0.15 -0.01 0.469
H 0.8781 0.2881 4.0607 -0.04 -0.02 -0.02 0.342
H -2.7764 -1.0808 3.5043 -0.04 0.09 -0.12 0.562
H -3.1962 -0.9882 1.7556 0.13 0.09 0.20 0.284
H -3.0463 0.5013 2.7094 0.12 -0.28 -0.02 0.360
H -1.2440 -2.8584 1.7902 0.03 0.00 0.00 0.182
H -0.9172 -2.5166 3.4805 0.05 -0.03 -0.24 0.785
H 1.9874 -1.4456 3.1482 -0.02 -0.03 -0.03 -0.340
H 2.7489 -3.0200 3.3788 0.10 -0.05 0.00 0.469
H 1.3905 -2.5382 4.3906 -0.03 -0.01 0.10 0.515
H 0.6631 -3.5081 0.2664 -0.03 0.00 -0.02 -0.089
H 2.2451 -3.8700 0.9406 -0.10 0.05 0.02 0.979
H 4.3612 -2.4267 0.8567 0.00 0.08 0.03 0.487
H 3.9083 -1.1685 2.0291 -0.02 -0.01 0.06 0.317
H 4.5044 -0.7099 0.4296 -0.01 0.00 -0.03 0.494
H 3.0790 -3.2125 -1.3111 0.00 0.03 -0.03 0.622
H 3.2757 -1.5971 -2.0204 -0.02 0.00 0.01 0.361
H 1.7020 -2.4177 -2.1000 -0.02 -0.02 0.00 0.273
H 0.1074 -4.5404 3.8558 0.03 -0.01 -0.02 0.501
H 1.5653 -5.0485 3.0510 0.00 -0.01 -0.01 0.604
H -2.5364 -4.7515 1.4172 -0.06 0.05 0.06 0.332
H -2.2021 -5.9919 0.2180 -0.01 -0.02 -0.01 0.475
H -1.3488 -4.4525 0.1214 0.06 0.10 -0.07 -0.036
H 1.8381 -6.7332 0.9123 0.06 -0.01 0.03 0.321
H 0.9849 -5.6871 -0.2402 0.00 0.05 -0.04 0.189
H 0.4889 -7.3715 -0.0187 -0.01 -0.03 -0.02 0.426
C -6.0282 0.4639 -1.9026 0.03 0.03 0.08 -0.838
S -4.9782 1.8615 -2.3687 0.03 0.06 -0.03 -0.088
C -4.6293 2.5043 -0.7713 -0.17 0.14 -0.17 0.860
C -3.6366 2.1213 0.0509 0.20 -0.08 0.16 -1.243
S -2.5069 0.8614 -0.3076 0.23 -0.12 -0.04 0.968
S -3.6360 2.8894 1.6176 -0.09 0.10 0.07 0.021
C -4.9608 3.9903 1.3629 -0.09 0.02 0.09 0.067
S -5.4236 5.1030 2.4659 0.04 -0.05 -0.08 -0.164
S -5.7176 3.7338 -0.1708 -0.03 0.12 0.02 -0.227
H -6.3930 0.0243 -2.8248 -0.06 -0.07 -0.14 0.393
H -6.8785 0.7994 -1.3150 -0.02 0.04 0.01 0.398
H -5.4556 -0.2714 -1.3437 0.06 -0.04 0.04 0.140